(1)
Entry from the OMol25 dataset: a molecular structure, Ag3Cl in a non-equilibrium geometry (ωB97M-V with the def2-TZVPD basis set).

Output
Orbital gap   9.6 eV
Molecular weight   359.06 g/mol
E   -900.4010 hartree
LUMO   -9.967 eV
ΔE to the lowest compared entry with this formula, charge and spin   2.0 kcal per mole

Geometry as ORCA input:
```
! RIJCOSX wB97M-V def2-TZVPD def2/J DEFGRID3
* xyz 2 1
Ag -0.5569 -0.9685 -1.9244
Ag -1.7270 -0.1537 1.7239
Ag 1.6262 1.7274 -0.2915
Cl 0.6577 -0.6052 0.4920
*
```

Okay, here come the Löwdin numbers, in e, for every atom: Ag 0.7340; Ag 0.7461; Ag 0.7181; Cl -0.1981



(2)
Entry from the OMol25 dataset: a molecular structure, AgClCu (ωB97M-V with the def2-TZVPD basis set).

Output
Orbital gap (spin up / spin down)   8.7 / 7.7 eV
Molecular weight   206.87 g/mol
E   -2246.7987 hartree
LUMO (spin up / spin down)   -10.382 / -10.953 eV
ΔE to the lowest compared entry with this formula, charge and spin   0.0 kcal per mole

Geometry as ORCA input:
```
! RIJCOSX wB97M-V def2-TZVPD def2/J DEFGRID3
* xyz 2 2
Ag 0.8247 0.8102 3.1246
Cu -1.5361 -2.2582 -2.1314
Cl 0.7114 1.4480 -0.9933
*
```

Okay, here come the Löwdin numbers, in e, for every atom: Ag 0.9782; Cu 0.9871; Cl 0.0347



(3)
Entry from the OMol25 dataset: a molecular structure, AgClZn in a non-equilibrium geometry (ωB97M-V with the def2-TZVPD basis set).

Output
Orbital gap   4.1 eV
Molecular weight   208.71 g/mol
E   -2385.5871 hartree
LUMO   -13.165 eV
ΔE to the lowest compared entry with this formula, charge and spin   83.3 kcal per mole

Geometry as ORCA input:
```
! RIJCOSX wB97M-V def2-TZVPD def2/J DEFGRID3
* xyz 2 1
Zn 1.7448 -0.3025 -3.9821
Ag -2.0014 -0.0774 4.1817
Cl 0.2566 0.3799 -0.1996
*
```

Okay, here come the Löwdin numbers, in e, for every atom: Zn 1.0850; Ag 0.9983; Cl -0.0833



(4)
Entry from the OMol25 dataset: a molecular structure, AlClO4S4 in a non-equilibrium geometry (ωB97M-V with the def2-TZVPD basis set).

Output
Orbital gap   6.9 eV
Molecular weight   254.70 g/mol
E   -2596.2187 hartree
LUMO   -1.529 eV

Geometry as ORCA input:
```
! RIJCOSX wB97M-V def2-TZVPD def2/J DEFGRID3
* xyz 0 1
Al 0.0259 0.2203 -0.6587
S -2.2087 1.7493 0.5300
S -3.3628 0.4234 -0.4889
S -2.0881 -0.4222 -2.0200
S -0.9011 -1.7564 -1.1093
O 3.4029 0.1294 1.6127
Cl 2.0586 -0.4384 1.3292
O 2.0521 -1.8640 0.9898
O 1.6915 0.2530 -0.1473
O -0.6702 1.7055 -0.0375
*
```

Löwdin atomic charge list, values in e, 6 entries: Al -0.1127; S 0.4559; S 0.1086; S 0.0976; S 0.2986; O -0.3918



(5)
Entry from the OMol25 dataset: a molecular structure, AlN3O9 in a non-equilibrium geometry (ωB97M-V with the def2-TZVPD basis set).

Output
Orbital gap (spin up / spin down)   7.8 / 7.6 eV
Molecular weight   212.99 g/mol
E   -1082.9675 hartree
LUMO (spin up / spin down)   -8.121 / -8.279 eV

Geometry as ORCA input:
```
! RIJCOSX wB97M-V def2-TZVPD def2/J DEFGRID3
* xyz 1 2
Al -0.3332 0.3630 -1.3596
N -4.3446 1.0600 -1.6769
O -4.8050 1.2645 -2.7593
O -5.0657 0.9694 -0.6926
O -3.1161 0.8756 -1.5622
N 3.4176 -0.6832 -0.4345
O 2.5423 -0.2315 -1.1907
O 3.5543 -1.9069 -0.1906
O 4.1533 0.1713 -0.0155
N 1.0216 -0.4354 2.4904
O 0.0867 -0.3945 3.3352
O 0.8434 0.0444 1.3508
O 2.0455 -1.0968 2.7056
*
```

Löwdin atomic charge list, values in e, 6 entries: Al 1.1660; N -0.5722; O 0.2689; O 0.2705; O -0.0408; N -0.5574



(6)
Entry from the OMol25 dataset: a molecular structure, AlO8S2 in a non-equilibrium geometry (ωB97M-V with the def2-TZVPD basis set).

Output
Orbital gap   3.1 eV
Molecular weight   219.11 g/mol
E   -1640.6178 hartree
LUMO   -3.056 eV
ΔE to the lowest compared entry with this formula, charge and spin   0.0 kcal per mole

Geometry as ORCA input:
```
! RIJCOSX wB97M-V def2-TZVPD def2/J DEFGRID3
* xyz -1 1
Al 0.1008 -0.0085 0.2075
S -2.0123 -0.2051 2.5231
O -0.6727 -0.6972 2.8812
O -2.4250 -1.0435 1.3555
O -2.9259 -0.2665 3.6421
O -1.8621 1.1032 1.8660
S 2.0002 0.2425 -2.5772
O 3.1238 0.2875 -3.4849
O 1.6307 -1.1324 -2.1181
O 2.3043 0.8804 -1.2683
O 0.7380 0.8395 -3.0269
*
```

Löwdin atomic charge list, values in e, 6 entries: Al 1.3269; S 0.1649; O -0.3978; O -0.3520; O -0.2958; O -0.4383



(7)
Entry from the OMol25 dataset: a molecular structure, ArH22O11 (ωB97M-V with the def2-TZVPD basis set).

Output
Orbital gap   10.1 eV
Molecular weight   238.11 g/mol
E   -1368.3374 hartree
LUMO   -0.575 eV
ΔE to the lowest compared entry with this formula, charge and spin   22.3 kcal per mole

Geometry as ORCA input:
```
! RIJCOSX wB97M-V def2-TZVPD def2/J DEFGRID3
* xyz 0 1
Ar 6.5890 -16.2810 15.9926
O 4.3805 -15.2536 13.9934
H 4.7014 -15.5711 13.1494
H 5.0811 -14.6887 14.3195
O 7.4982 -19.4804 17.8378
H 7.2486 -20.2631 18.3291
H 6.6694 -19.1219 17.5204
O 8.8457 -18.0734 14.0731
H 9.1713 -17.6935 14.8891
H 9.0114 -17.4010 13.4124
O 7.6384 -14.9014 19.1370
H 7.4504 -15.8303 19.0028
H 7.7249 -14.8087 20.0858
O 3.4449 -16.1879 16.3306
H 2.8017 -16.7795 15.9401
H 3.8776 -15.7763 15.5825
O 9.3388 -14.4640 14.7263
H 8.6495 -14.1859 14.1232
H 9.4870 -13.7036 15.2884
O 10.3853 -16.8002 16.1396
H 11.1388 -16.5717 15.5953
H 9.8100 -16.0372 16.0856
O 4.7023 -18.6661 17.0270
H 4.9031 -19.1827 16.2466
H 4.6421 -17.7651 16.7096
O 7.2477 -12.3498 17.4101
H 7.3642 -13.1880 17.8574
H 6.7934 -12.5725 16.5975
O 4.2979 -15.3253 18.9186
H 3.9249 -15.4748 18.0498
H 5.2425 -15.4163 18.7930
O 5.9879 -12.6266 14.7790
H 5.6682 -11.7335 14.9072
H 6.5633 -12.5684 14.0162
*
```

Löwdin atomic charge list, values in e, 6 entries: Ar 0.3179; O -0.0599; H 0.0648; H -0.0131; O -0.0628; H 0.0295



(8)
Entry from the OMol25 dataset: a molecular structure, ArH24O12 in a non-equilibrium geometry (ωB97M-V with the def2-TZVPD basis set).

Output
Orbital gap   9.1 eV
Molecular weight   256.13 g/mol
E   -1444.7887 hartree
LUMO   -0.210 eV
ΔE to the lowest compared entry with this formula, charge and spin   26.4 kcal per mole

Geometry as ORCA input:
```
! RIJCOSX wB97M-V def2-TZVPD def2/J DEFGRID3
* xyz 0 1
Ar 0.2881 0.3545 -0.1010
O 2.7415 2.5826 -0.6303
H 3.2502 3.0965 -0.0031
H 2.8727 1.6742 -0.3585
O -1.2355 0.8125 3.9121
H -0.5277 1.3034 4.3296
H -0.7908 0.1241 3.4175
O 0.1410 -2.2746 -2.5991
H 0.1490 -2.5135 -1.6722
H -0.3052 -3.0031 -3.0308
O -3.4178 1.0386 0.2720
H -4.1574 1.5654 -0.0308
H -3.3263 1.2633 1.1980
O 0.2224 -2.8477 0.3039
H -0.2105 -2.3270 0.9804
H -0.2156 -3.6981 0.3386
O -0.2090 -1.5499 3.0900
H -0.8697 -2.1009 3.5097
H 0.5206 -1.5360 3.7094
O 3.9636 0.2321 0.3279
H 3.5615 -0.5195 0.7634
H 4.3333 -0.1273 -0.4786
O -1.1002 -0.1656 -3.5390
H -0.6782 -0.9367 -3.1600
H -1.8646 -0.5122 -3.9991
O 0.6299 3.5590 -2.1864
H 1.1501 3.1711 -1.4828
H -0.2110 3.7645 -1.7778
O -1.4196 3.2678 -0.2886
H -2.0142 2.5186 -0.2527
H -1.9214 3.9907 0.0879
O -2.6815 -1.2147 -0.9841
H -2.8921 -0.4528 -0.4443
H -2.0495 -0.8879 -1.6245
O 2.9072 -2.4081 1.1328
H 1.9875 -2.5798 0.9304
H 3.3790 -2.6632 0.3400
*
```

Löwdin atomic charge list, values in e, 6 entries: Ar 0.2595; O -0.0669; H 0.0494; H -0.0308; O -0.0674; H 0.0314



(9)
Entry from the OMol25 dataset: a molecular structure, ArH26O13 in a non-equilibrium geometry (ωB97M-V with the def2-TZVPD basis set).

Output
Orbital gap   9.8 eV
Molecular weight   274.14 g/mol
E   -1521.2449 hartree
LUMO   -0.268 eV
ΔE to the lowest compared entry with this formula, charge and spin   7.9 kcal per mole

Geometry as ORCA input:
```
! RIJCOSX wB97M-V def2-TZVPD def2/J DEFGRID3
* xyz 0 1
Ar 0.5610 -0.0644 0.1044
O 1.6785 -2.7526 -1.7407
H 1.7486 -3.3454 -2.4889
H 1.9696 -3.2745 -0.9929
O 0.4825 -3.7226 2.8761
H -0.0703 -2.9759 2.6455
H 0.5767 -3.6668 3.8270
O -1.3286 2.6545 2.6114
H -1.2033 2.8039 1.6743
H -0.8341 3.3563 3.0346
O -2.6780 -0.4453 -0.8643
H -2.0557 -0.7696 -1.5153
H -3.3408 0.0184 -1.3760
O -0.8646 2.5483 -2.9194
H -1.4963 1.9413 -3.3050
H -0.0772 2.0213 -2.7839
O -1.0562 3.3761 -0.1169
H -0.1758 3.7337 -0.2317
H -1.3311 3.1270 -0.9993
O 3.3158 -0.4201 -1.6912
H 2.8024 -1.2193 -1.5729
H 3.7501 -0.2870 -0.8486
O 1.5768 1.3377 -2.8307
H 2.1973 0.9065 -2.2431
H 2.1264 1.8274 -3.4425
O -0.7498 0.0235 4.0553
H -1.1045 -0.5837 3.4059
H -0.9030 0.8912 3.6815
O -1.1986 -2.4081 -2.0724
H -0.2569 -2.4979 -1.9267
H -1.3116 -2.5571 -3.0112
O -1.3973 -1.8135 2.0482
H -1.9032 -2.6192 1.9430
H -1.4998 -1.3551 1.2142
O 4.5220 0.8983 0.4795
H 4.2667 1.5321 -0.1908
H 4.0239 1.1558 1.2553
O -3.2717 0.8855 1.6068
H -3.0421 0.4961 0.7631
H -2.4479 1.2430 1.9382
*
```

Löwdin atomic charge list, values in e, 6 entries: Ar 0.2565; O -0.0384; H 0.0747; H 0.0788; O -0.0639; H -0.0303



(10)
Entry from the OMol25 dataset: a molecular structure, AsCrF6H44O22 in a non-equilibrium geometry (ωB97M-V with the def2-TZVPD basis set).

Output
Orbital gap (spin up / spin down)   7.8 / 9.0 eV
Molecular weight   637.24 g/mol
E   -5560.7626 hartree
LUMO (spin up / spin down)   -7.472 / -6.231 eV

Geometry as ORCA input:
```
! RIJCOSX wB97M-V def2-TZVPD def2/J DEFGRID3
* xyz 2 4
Cr -0.2040 0.2315 -0.2091
As -0.7856 2.1457 4.2458
F 0.9047 1.5577 4.3850
F -1.3928 0.5733 3.7678
F -2.5020 2.8488 4.0555
F -0.2484 3.7862 4.8442
F -0.5367 2.5867 2.4955
F -1.1776 1.6143 5.9770
O -0.2209 -1.9176 -0.7815
H -0.5733 -2.4780 -1.4728
H 0.3764 -2.4848 -0.2938
O 2.7035 2.9790 0.2286
H 2.5311 3.9172 0.3078
H 3.6511 2.9185 0.1078
O 0.3435 -4.1699 0.5872
H 1.0331 -4.6919 0.9974
H -0.1476 -4.7963 0.0556
O 0.3847 -2.5878 3.6132
H 0.5354 -3.4008 4.0955
H 0.6787 -1.8979 4.2080
O 4.8183 -1.8438 -1.2265
H 3.9907 -2.3019 -1.0802
H 5.1603 -2.2194 -2.0377
O 0.1264 -0.9430 -4.3402
H 0.8424 -0.9070 -4.9745
H -0.6674 -0.9543 -4.8749
O -0.3210 2.3487 -0.4747
H -0.0346 2.9081 -1.1968
H -1.0039 2.8551 -0.0351
O 2.8190 -0.2422 3.2970
H 3.6441 -0.6080 3.6159
H 2.3786 0.0786 4.0840
O -2.8019 3.2156 0.4069
H -3.7138 2.9252 0.3918
H -2.7942 3.9510 1.0195
O -0.8922 0.2353 -2.2665
H -1.6178 0.6258 -2.7534
H -0.3293 -0.1468 -2.9399
O 0.4739 3.3892 -2.8048
H 0.0138 4.2285 -2.8089
H 0.6155 3.1887 -3.7299
O 3.3156 1.4897 -2.8928
H 3.7791 0.8907 -3.4782
H 3.4844 2.3590 -3.2562
O -0.6759 -0.7956 1.5333
H -1.4815 -0.6926 2.0399
H -0.1188 -1.3511 2.0785
O -3.2065 -2.4449 0.4379
H -3.3800 -2.1968 -0.4702
H -3.1559 -3.4005 0.4201
O 1.2707 0.9082 1.1236
H 1.9619 0.4020 1.5506
H 1.6604 1.7699 0.9764
O -2.9431 2.4521 -2.4641
H -2.7850 3.2976 -2.8840
H -3.8710 2.2763 -2.6204
O -3.1752 -0.8878 2.3393
H -3.2483 -1.6127 1.7184
H -3.6360 -1.1936 3.1206
O -2.3086 0.4359 -0.0053
H -2.9200 1.1285 -0.2557
H -2.8395 -0.1835 0.4953
O 2.2519 -2.1302 -2.5549
H 2.6093 -3.0099 -2.4339
H 1.5880 -2.2326 -3.2368
O 2.1114 -1.9160 1.1556
H 2.1028 -2.8449 0.9247
H 2.4377 -1.8953 2.0552
O 1.5949 0.1746 -1.2865
H 1.9587 -0.6579 -1.5880
H 2.1760 0.8388 -1.6572
O -3.3820 -1.8081 -2.1004
H -4.1863 -1.3950 -2.4145
H -3.0495 -2.2916 -2.8566
*
```

Löwdin atomic charge list, values in e, 6 entries: Cr 1.2013; As 0.9879; F -0.2799; F -0.2630; F -0.3246; F -0.2872



(11)
Entry from the OMol25 dataset: a molecular structure, AsF6K in a non-equilibrium geometry (ωB97M-V with the def2-TZVPD basis set).

Output
Orbital gap   7.8 eV
Molecular weight   228.01 g/mol
E   -3434.9849 hartree
LUMO   -2.834 eV
ΔE to the lowest compared entry with this formula, charge and spin   36.2 kcal per mole

Geometry as ORCA input:
```
! RIJCOSX wB97M-V def2-TZVPD def2/J DEFGRID3
* xyz 0 1
K -3.2412 0.5816 -5.4342
As 0.4712 -0.0963 0.7735
F -0.1223 1.5882 1.0692
F 1.8770 0.5807 -0.0862
F 0.9365 -1.8639 0.5330
F -0.9184 -0.7085 1.6609
F -0.3752 -0.0349 -0.8313
F 1.3724 -0.0469 2.3150
*
```

Löwdin atomic charge list, values in e, 6 entries: K 0.9962; As 0.8879; F -0.3218; F -0.3007; F -0.3283; F -0.2907



(12)
Entry from the OMol25 dataset: 10 unconnected molecules or ions with the total composition B2F8H16O8 in a non-equilibrium geometry (ωB97M-V with the def2-TZVPD basis set).

Output
Orbital gap   9.6 eV
Molecular weight   317.73 g/mol
E   -1460.7150 hartree
LUMO   4.136 eV
ΔE to the lowest compared entry with this formula, charge and spin   43.2 kcal per mole

Geometry as ORCA input:
```
! RIJCOSX wB97M-V def2-TZVPD def2/J DEFGRID3
* xyz -2 1
B -0.3880 0.1380 -1.0491
F 0.1824 -0.7900 -1.8771
F -0.8768 1.1340 -1.8567
F -1.4066 -0.4402 -0.3878
F 0.5270 0.5445 -0.1030
B 4.1408 -0.7237 3.9712
F 4.6394 0.5703 3.8894
F 3.2452 -0.7677 5.0032
F 3.5749 -1.1353 2.7838
F 5.1709 -1.5604 4.1991
O -5.6037 -2.7959 0.7596
H -5.6016 -3.6472 1.1972
H -4.7471 -2.7417 0.3359
O 1.3568 -5.2409 -1.5797
H 1.1763 -6.1766 -1.4899
H 0.5357 -4.8678 -1.9005
O -0.6197 0.7196 3.7464
H -0.5824 0.6480 2.7926
H 0.1464 0.2347 4.0535
O -4.5795 1.8493 -1.4913
H -4.7144 1.5486 -0.5926
H -3.6333 1.7916 -1.6242
O -0.4584 5.7718 -1.3327
H -0.5494 4.9225 -1.7648
H -0.0007 5.5771 -0.5149
O 2.5820 3.8378 1.3375
H 2.3412 2.9352 1.1290
H 2.4220 3.9177 2.2779
O 2.8886 1.9813 -3.2053
H 2.3820 1.3319 -2.7175
H 2.6539 1.8303 -4.1209
O -1.9647 -3.8169 -3.1534
H -1.6416 -2.9612 -2.8713
H -2.5977 -3.6189 -3.8436
*
```

Löwdin atomic charge list, values in e, 6 entries: B -1.4639; F 0.1193; F 0.1156; F 0.1429; F 0.1250; B -1.4412



> What is the formula in the third record?

AgClZn



> The highest molecular weight belongs to which entry?

AsCrF6H44O22



> Among the records above, which one has the highest E?

Ag3Cl



> The lowest molecular weight belongs to which entry?

AgClCu